# 1
# C13H16FeO3S2

A structure of composition C13H16FeO3S2 (ωB97M-V with the def2-TZVPD basis set, the Open Molecules 2025 dataset).

The geometry in XYZ format:
```
35
Properties=species:S:1:pos:R:3:lowdin_spin:R:1
Fe -1.237 -1.922 -1.211 1.834
S -0.004 1.966 1.330 0.827
S 1.722 2.174 3.720 0.326
O -2.008 -0.169 -3.480 -0.025
O 2.585 2.685 1.264 0.027
O 1.458 -1.120 -2.324 0.033
C -0.970 -3.694 -0.283 0.046
C -2.312 -3.299 -2.141 -0.018
C -2.177 -3.064 0.178 0.002
C -1.831 -0.749 -2.488 -0.027
C -3.018 -2.817 -0.967 0.073
C 3.771 3.117 2.013 0.015
C 4.860 3.625 1.085 0.002
C -1.567 0.721 0.747 0.422
C -2.400 1.497 -0.239 0.056
C 1.585 2.253 2.069 0.158
C 0.517 -1.667 -1.936 0.104
C -1.063 -3.853 -1.708 0.063
C -0.880 -0.529 0.200 -0.004
H -3.286 0.966 -0.625 0.020
H -2.709 -3.360 -3.148 -0.002
H -0.159 -4.074 0.344 0.003
H 5.096 2.924 0.273 0.000
H -2.807 2.403 0.226 0.002
H -0.363 -4.395 -2.332 0.002
H 4.620 4.609 0.653 0.000
H -4.032 -2.428 -0.939 0.007
H -0.586 -1.122 1.082 0.000
H -2.091 0.564 1.689 0.014
H -1.753 1.836 -1.070 0.006
H 5.757 3.749 1.711 0.000
H 0.063 -0.139 -0.216 0.027
H 3.497 3.932 2.718 0.002
H -2.447 -2.873 1.218 0.000
H 4.170 2.254 2.588 0.006
```

Summary:
Multiplicity   5
Kohn-Sham gap (alpha / beta)   6.76 / 6.12 eV
Molar mass   340.247 g/mol
Expectation value of S²   6.092
F_max   5.83 eV/Å
HOMO energy (alpha / beta)   -6.3 / -8.4 eV
Lowest unoccupied orbital energy (alpha / beta)   0.016 / -0.084 hartree

# 2
# C17H29N3ORbTaTe

A structure of composition C17H29N3ORbTaTe (ωB97M-V with the def2-TZVPD basis set, the Open Molecules 2025 dataset).

The geometry in XYZ format:
```
53
Properties=species:S:1:pos:R:3:nbo_charge:R:1
Ta 0.233 -0.106 0.136 1.948
Te -1.496 1.894 -0.330 0.042
Rb -1.248 2.320 3.125 0.979
O 1.409 2.056 3.524 -0.504
N -0.486 -1.899 0.328 -0.768
N 1.509 -0.065 -1.328 -0.764
N 1.179 0.494 1.752 -0.904
C 0.995 -3.469 -0.768 -0.627
C -1.803 -2.036 -0.343 -0.444
C -4.107 4.957 1.742 -0.169
C -5.580 3.174 0.973 -0.167
C 0.749 0.006 -2.603 -0.431
C 0.272 -3.158 0.540 0.108
C 3.715 -0.358 -0.339 -0.624
C 1.288 -2.961 1.652 -0.618
C -5.396 4.450 1.526 -0.176
C -4.459 2.404 0.602 -0.267
C -2.986 4.214 1.323 -0.331
C 2.916 0.393 -1.389 0.115
C 2.924 1.881 -1.057 -0.613
C -0.658 -4.307 0.940 -0.626
C -3.193 2.971 0.717 -0.136
C 1.469 1.161 2.724 0.921
C 3.535 0.158 -2.769 -0.629
H 0.788 -2.725 2.601 0.222
H -1.713 -2.588 -1.295 0.223
H 0.275 -3.689 -1.565 0.218
H 4.767 -0.041 -0.421 0.249
H -1.315 -4.616 0.121 0.225
H -0.337 -0.015 -2.410 0.214
H 1.831 -3.911 1.786 0.252
H -1.969 4.622 1.417 0.228
H 1.617 -2.619 -1.095 0.205
H -1.259 -4.032 1.815 0.221
H 3.675 -1.442 -0.514 0.227
H 3.369 -0.137 0.678 0.202
H 2.033 -2.182 1.438 0.204
H 3.956 2.254 -1.125 0.246
H -6.266 5.057 1.787 0.252
H 2.552 2.059 -0.038 0.194
H -6.588 2.779 0.815 0.253
H -3.962 5.938 2.210 0.250
H 3.103 0.825 -3.526 0.222
H 3.435 -0.890 -3.080 0.227
H 2.292 2.439 -1.759 0.219
H 0.996 0.944 -3.128 0.243
H -2.500 -2.579 0.311 0.243
H 4.607 0.393 -2.699 0.248
H 1.648 -4.342 -0.627 0.244
H -0.041 -5.175 1.209 0.247
H -4.553 1.397 0.189 0.240
H 1.003 -0.859 -3.238 0.242
H -2.224 -1.036 -0.534 0.224
```

Summary:
Kohn-Sham gap   6.89 eV
Molar mass   685.455 g/mol
F_max   3.54 eV/Å
ΔE to the lowest compared entry with this formula, charge and spin   71.6 kJ/mol
HOMO energy   -14.8 eV
Lowest unoccupied orbital energy   -0.289 hartree
Charge   +2

# 3
# C6H10O2

The molecule C6H10O2 (ωB97M-V with the def2-TZVPD basis set, the Open Molecules 2025 dataset).

The geometry in XYZ format:
```
18
Properties=species:S:1:pos:R:3:nbo_charge:R:1
O 1.507 0.503 0.487 -0.543
O -0.779 -0.656 1.649 -0.711
C -0.551 0.773 -0.492 -0.306
C -0.843 -0.601 0.213 0.259
C 0.428 1.361 0.506 -0.083
C 1.508 -0.491 -0.441 -0.108
C -1.979 0.243 -0.443 -0.427
C 0.309 -1.367 -0.232 -0.500
H 2.282 -0.875 0.167 0.243
H -0.163 -1.731 -1.235 0.231
H 0.121 0.441 -1.392 0.186
H 0.571 -2.261 0.209 0.229
H 1.475 -0.041 -1.402 0.184
H 0.932 2.540 0.297 0.157
H -0.227 1.528 1.419 0.211
H -2.616 0.327 -1.366 0.258
H 0.381 -0.624 1.635 0.475
H -2.355 0.930 0.421 0.245
```

Summary:
Kohn-Sham gap   9.49 eV
Molar mass   114.144 g/mol
F_max   6.72 eV/Å
ΔE to the lowest compared entry with this formula, charge and spin   735.0 kJ/mol
HOMO energy   -8.6 eV
SMILES   O[C@]12CCOC[C@@H]1C2
Lowest unoccupied orbital energy   0.033 hartree

# 4
# C44H33ClCsF5N8O4SeSi

A structure of composition C44H33ClCsF5N8O4SeSi (ωB97M-V with the def2-TZVPD basis set, the Open Molecules 2025 dataset).

The geometry in XYZ format:
```
98
Properties=species:S:1:pos:R:3:lowdin_charge:R:1
Cs -2.022 2.868 1.832 1.401
Se 7.793 -0.630 1.538 1.033
Cl 0.567 -3.190 3.268 0.658
Si -1.465 -2.587 -2.114 0.407
F -3.143 7.604 6.183 0.079
F -1.004 8.039 4.574 0.072
F 0.312 5.969 3.450 -0.005
F -2.535 2.966 5.763 0.002
F -3.918 5.068 6.749 0.070
O -2.661 3.304 -0.489 -0.442
O -3.002 0.573 2.558 -0.273
O -2.291 5.344 -1.427 -0.062
O -1.142 -1.649 -0.887 -0.364
N -2.157 -1.386 1.717 0.164
N -3.008 0.186 0.292 0.154
N -0.021 2.701 -0.519 -0.053
N 2.887 2.978 0.510 0.133
N 7.066 0.975 1.796 -0.236
N 2.626 0.139 2.640 0.089
N 6.399 -1.270 0.632 -0.233
N 2.152 0.596 -0.633 0.150
C 3.774 -1.648 -0.601 -0.010
C -1.089 4.369 4.508 -0.078
C -4.199 -3.282 -1.720 -0.086
C -1.404 6.774 4.812 -0.175
C -2.760 -1.490 -5.963 -0.109
C 3.760 1.959 0.548 -0.152
C -0.766 5.677 4.267 -0.293
C 1.856 1.058 3.234 -0.105
C 0.759 -3.469 -3.792 -0.088
C 4.362 4.293 1.856 -0.051
C 0.640 -4.482 -1.625 -0.130
C -2.247 0.536 -4.766 -0.083
C 2.214 -1.129 2.657 -0.159
C -5.127 -5.485 -1.424 -0.117
C -2.681 -0.099 -5.923 -0.111
C -1.958 4.194 -1.071 -0.756
C -3.859 -6.031 -1.584 -0.110
C -0.490 3.799 -1.366 -0.208
C 1.953 -4.144 -4.043 -0.099
C -1.885 -0.224 -3.655 -0.076
C -2.905 -3.805 -1.873 -0.205
C 1.727 -0.562 -1.122 -0.073
C 0.068 -3.626 -2.583 -0.219
C 1.044 -1.515 3.287 -0.645
C -5.295 -4.105 -1.499 -0.098
C 0.262 -0.570 3.922 -0.099
C -2.765 -5.198 -1.806 -0.097
C -1.953 -1.624 -3.671 -0.227
C -2.485 6.563 5.642 -0.167
C 3.177 4.100 1.152 -0.109
C 4.220 -0.440 -0.061 -0.126
C -2.719 -0.146 1.585 -0.734
C 5.901 0.940 1.230 -0.339
C -2.867 5.270 5.926 -0.173
C 1.831 -5.159 -1.868 -0.111
C 5.275 3.267 1.878 -0.014
C -2.148 4.230 5.366 -0.302
C 5.527 -0.312 0.581 -0.339
C 2.490 -4.993 -3.083 -0.114
C 3.367 0.664 -0.093 -0.174
C 2.508 -1.721 -1.130 -0.014
C 0.672 0.751 3.890 -0.036
C -2.406 -2.238 -4.846 -0.110
C 4.978 2.076 1.221 -0.108
H -6.284 -3.673 -1.386 0.095
H -0.652 -0.852 4.432 0.115
H -1.783 -5.644 -1.938 0.084
H 0.708 -0.592 -1.505 0.085
H 2.103 -2.647 -1.530 0.069
H 0.362 -2.795 -4.546 0.094
H 3.421 -5.514 -3.275 0.091
H -2.484 -3.324 -4.886 0.104
H 0.079 1.531 4.366 0.098
H -2.962 0.486 -6.792 0.090
H -1.801 -1.615 2.625 0.045
H 2.204 2.086 3.187 0.109
H 0.981 2.674 -0.421 -0.003
H -5.979 -6.130 -1.240 0.088
H -4.346 -2.204 -1.772 0.107
H 4.430 -2.510 -0.569 0.112
H 0.111 4.693 -1.202 0.101
H -2.474 -0.332 -0.413 0.055
H -2.199 1.618 -4.720 0.101
H -3.106 -1.986 -6.863 0.088
H -1.703 -1.779 0.880 0.056
H 2.838 -1.864 2.155 0.104
H -3.722 -7.105 -1.535 0.089
H 4.548 5.229 2.368 0.103
H 6.216 3.352 2.408 0.110
H 2.253 -5.808 -1.107 0.096
H 2.424 4.883 1.106 0.119
H -3.263 1.137 0.072 0.041
H -0.470 3.579 -2.444 0.102
H -1.551 0.277 -2.747 0.092
H 0.151 -4.598 -0.659 0.111
H 2.469 -3.999 -4.985 0.093
H -0.312 1.809 -0.889 0.042
```

Summary:
Kohn-Sham gap   6.18 eV
Molar mass   1108.194 g/mol
F_max   2.52 eV/Å
ΔE to the lowest compared entry with this formula, charge and spin   0.0 kJ/mol
HOMO energy   -3.3 eV
Lowest unoccupied orbital energy   0.107 hartree
Charge   -2

DFT total energy, record by record: -75932.9438 -34103.8569 -10471.5526 -166161.6718 eV